[1]
DFT (the ωB97M-V functional and the def2-TZVPD basis) results for a cluster of 3 separate species, C33H56F3IN2O6 in total at a distorted geometry.

The multiplicity is 1. The value obtained for the total energy is -66629.6803 eV. Its net charge is 0. As for the max |F|: 0.16808 Eh/bohr. As for the SMILES: C=CC(=O)OCCCCCCC1=C([C@@H](C)CC)C(=O)C([C@@H](I)CC)=C(CCC(F)(F)F)C1=O.COC[C@@H](C)N.COC[C@@H](C)N.

Positions of all 101 atoms, in Å:
C 7.99143 2.79727 2.08810
C 7.45370 1.62423 1.29156
C 6.73314 0.32305 2.01344
O 7.16138 0.03477 3.27031
O 5.67956 -0.45751 1.31351
C 5.57969 -1.82918 1.89861
C 4.69266 -2.81985 0.88483
C 3.18816 -2.17508 0.79145
C 1.98028 -3.19566 1.28661
C 0.63617 -2.91744 0.34654
C -0.77695 -2.98178 1.17585
C -1.27686 -1.53635 1.79214
C -2.54813 -1.51130 2.61904
C -3.44803 -2.83996 2.97558
C -4.10757 -3.55353 1.61439
C -2.69785 -3.92236 3.96549
C -1.37469 -3.27986 4.75517
C -3.06584 -0.02756 3.19173
O -3.75953 0.03203 4.33143
C -2.67827 1.35622 2.33585
C -3.70648 2.62525 2.47614
I -2.59920 4.27166 3.45923
C -4.46253 3.06664 1.09031
C -4.66654 4.72332 0.98892
C -1.43119 1.30509 1.52525
C -0.96369 2.59056 0.62196
C -0.42101 2.22681 -0.88129
C -1.27279 1.06895 -1.66954
F -2.72076 1.03047 -1.35713
F -0.64040 -0.29990 -1.57257
F -1.18099 1.41713 -3.13707
C -0.52291 -0.09488 1.58831
O 0.81107 0.09204 1.50236
H 7.70700 2.99480 3.21887
H 8.74084 3.55109 1.54949
H 7.58654 1.64719 0.11375
H 6.63546 -2.29419 2.15198
H 4.91586 -1.72454 2.88310
H 4.73441 -3.93947 1.22722
H 5.16031 -2.79484 -0.21116
H 3.14581 -1.20690 1.48187
H 3.04562 -1.79506 -0.31907
H 2.31184 -4.31273 1.11808
H 1.67487 -2.95323 2.39897
H 0.83642 -1.89279 -0.19319
H 0.66610 -3.74621 -0.50594
H -1.60154 -3.35807 0.39969
H -0.69372 -3.82444 1.98726
H -4.39408 -2.44053 3.58444
H -4.33083 -2.69309 0.83482
H -3.39700 -4.39979 1.17417
H -5.13496 -4.10665 1.86028
H -2.43432 -4.94150 3.41542
H -3.44563 -4.23192 4.84236
H -1.01820 -3.99333 5.64344
H -0.44266 -3.14594 4.04641
H -1.69001 -2.26560 5.29992
H -4.55511 2.31788 3.24605
H -5.51701 2.56460 0.92527
H -3.80648 2.78014 0.16341
H -3.61355 5.21317 0.71328
H -5.11765 5.18947 1.96272
H -5.37448 5.00849 0.07302
H -1.75886 3.44222 0.51415
H -0.03997 3.08085 1.19780
H -0.54293 3.22367 -1.52699
H 0.74117 1.98076 -0.92824
C 0.41588 6.09899 -1.82986
O 1.56173 5.66541 -1.11305
C 2.58551 5.08840 -1.92893
C 3.49240 6.12002 -2.63927
C 2.83089 6.79036 -3.84113
N 3.95669 7.16005 -1.70928
H 0.19403 5.45457 -2.68602
H 0.54803 7.13337 -2.15247
H -0.43950 6.07611 -1.14871
H 3.21277 4.50486 -1.24376
H 2.15653 4.37193 -2.63948
H 4.36966 5.57994 -3.01468
H 2.11034 7.55813 -3.55309
H 3.58636 7.28322 -4.46421
H 2.31460 6.05500 -4.46615
H 4.48562 6.71420 -0.95890
H 3.12929 7.53200 -1.23311
C -1.35583 -4.89203 -1.92907
O -2.75399 -5.02151 -2.13679
C -3.30100 -4.08827 -3.07306
C -3.10348 -4.48167 -4.55546
C -1.68300 -4.25007 -5.06537
N -3.47281 -5.88472 -4.79450
H -1.02270 -3.85128 -1.98696
H -0.81398 -5.50874 -2.64849
H -1.12397 -5.27458 -0.93105
H -4.37912 -4.06799 -2.87142
H -2.93096 -3.07594 -2.87186
H -3.76747 -3.84615 -5.15330
H -0.98192 -5.01427 -4.72462
H -1.66515 -4.27038 -6.16133
H -1.30533 -3.27366 -4.74606
H -4.45457 -6.01061 -4.54565
H -2.97388 -6.45156 -4.10209

=====

[2]
DFT (the ωB97M-V functional and the def2-TZVPD basis) results for a cluster of 9 separate species, C27H74N4O9 in total at a distorted geometry.

The multiplicity is 1. The value obtained for the total energy is -53585.5468 eV. Its net charge is 0. As for the max |F|: 0.06073 Eh/bohr. As for the SMILES: COC[C@H](C)N.COC[C@H](C)N.NC(N)=O.CC(C)O.CC(C)O.CC(C)O.CC(C)O.CC(C)O.CC(C)O.

Positions of all 114 atoms, in Å:
C 4.87363 -3.71361 -1.14001
O 3.99173 -3.90508 -0.04130
C 4.24669 -3.08754 1.13161
C 2.91613 -2.27008 1.31318
C 1.61612 -3.08246 1.37038
N 2.77767 -1.25947 0.28661
H 5.89250 -4.16918 -0.86943
H 4.93259 -2.66289 -1.51195
H 4.49421 -4.33074 -1.95806
H 4.33281 -3.74404 1.97106
H 5.11875 -2.45678 1.00707
H 3.08611 -1.79063 2.27362
H 1.39682 -3.62315 2.29883
H 1.57940 -3.78831 0.54757
H 0.80016 -2.40641 1.11230
H 2.82530 -1.70780 -0.63650
H 3.42858 -0.51138 0.36869
C 0.62170 0.41773 -7.10106
O 1.69971 0.32373 -6.14803
C 2.26017 1.60540 -5.90131
C 1.27449 2.55751 -5.29419
C 2.01737 3.76663 -4.75451
N 0.44557 2.02210 -4.26040
H 1.09702 0.72043 -8.08133
H -0.12432 1.11181 -6.79419
H 0.30588 -0.62650 -7.26203
H 3.08654 1.44592 -5.19138
H 2.69477 1.89576 -6.86181
H 0.73991 3.11917 -6.08189
H 2.41408 3.59070 -3.76527
H 1.31582 4.60448 -4.61871
H 2.83238 4.06620 -5.41491
H 0.98151 1.43953 -3.61206
H -0.30297 1.41290 -4.54417
N 1.10128 -1.64314 -4.02293
C 2.33777 -1.75267 -3.54894
N 3.34566 -1.43908 -4.42016
O 2.46779 -2.00515 -2.36676
H 0.95418 -1.55056 -5.01105
H 0.35175 -1.93823 -3.40591
H 3.16584 -1.20944 -5.35816
H 4.28849 -1.47932 -4.08065
C -2.32394 -4.20627 -1.63482
C -0.97088 -3.56355 -1.63266
C 0.17281 -4.37767 -2.28085
O -0.97200 -2.26252 -2.23845
H -3.01755 -3.51309 -1.15136
H -2.26862 -5.13094 -1.03765
H -2.61431 -4.48302 -2.69866
H -0.71537 -3.44348 -0.56381
H 0.16495 -4.19668 -3.33145
H -0.04381 -5.44491 -2.11736
H 1.18991 -4.13876 -1.85089
H -0.56342 -1.71275 -1.56923
C -3.06433 -2.17487 1.64592
C -3.95208 -2.15705 2.90584
C -5.18368 -3.00981 2.80103
O -3.22708 -2.82380 3.92048
H -2.01892 -1.86488 1.80026
H -3.42980 -1.54999 0.83957
H -3.16434 -3.21562 1.32083
H -4.15229 -1.10423 3.04843
H -6.05509 -2.51193 2.34370
H -5.54437 -3.18175 3.84799
H -4.90383 -3.91615 2.36179
H -2.30182 -2.76778 3.75420
C -4.05793 3.77346 4.11882
C -3.44774 3.54544 2.71273
C -4.31399 2.40594 2.05264
O -3.47495 4.74969 1.90390
H -5.11220 4.17613 4.10332
H -3.57242 4.51830 4.75804
H -4.14974 2.83083 4.67808
H -2.40202 3.24980 2.72886
H -4.48569 1.52745 2.68803
H -3.94780 2.18179 1.08790
H -5.30224 2.90375 1.92684
H -4.20051 5.29996 2.20095
C 0.81669 4.29584 2.93708
C 1.57371 4.31701 1.61733
C 1.67356 5.71758 0.94975
O 2.88770 3.81648 2.01339
H 1.39696 4.88820 3.66137
H 0.62996 3.28516 3.35212
H -0.13254 4.80142 2.77722
H 1.00221 3.60255 0.91208
H 1.52348 6.43189 1.73827
H 0.95101 5.79719 0.19258
H 2.63644 5.80193 0.50978
H 3.20610 3.54492 1.15048
C 0.90916 -0.27922 4.81508
C -0.47589 -0.88299 4.96176
C -1.69894 0.06470 4.84583
O -0.61726 -1.88244 3.93620
H 1.70674 -1.05891 4.98010
H 1.03075 0.57714 5.53202
H 1.06075 0.15605 3.85415
H -0.60095 -1.27995 5.96438
H -2.61913 -0.53255 4.97769
H -1.70398 0.52566 3.83459
H -1.66388 0.92788 5.56610
H 0.27680 -2.19770 3.71415
C -1.38455 1.60868 -1.07061
C -0.06078 1.14889 -0.38499
C -0.30786 0.95612 1.06686
O 0.32377 -0.08000 -1.06110
H -1.32174 1.83768 -2.10959
H -1.69589 2.53134 -0.65653
H -2.17699 0.90268 -0.84250
H 0.65131 1.90715 -0.56740
H -1.23096 0.38965 1.16783
H -0.49201 1.89685 1.58662
H 0.51900 0.42693 1.60490
H 1.15267 -0.32124 -0.59179

=====

[3]
DFT (the ωB97M-V functional and the def2-TZVPD basis) results for an isolated molecule of C5H8O2.

The multiplicity is 1. The value obtained for the total energy is -9403.8180 eV. Its net charge is 0. As for the max |F|: 0.01510 Eh/bohr.

Positions of all 15 atoms, in Å:
C -1.21468 -0.22513 -1.59946
C -0.03309 -1.63773 0.07063
O 0.11958 -0.36968 -1.09089
C 0.32606 -0.24967 0.35973
C 1.61470 0.44782 0.77424
O 0.87872 1.43745 1.50833
C -0.37431 0.81408 1.19613
H -1.93037 -0.85780 -1.08229
H -1.51370 0.80593 -1.52702
H -1.23485 -0.50615 -2.64825
H 0.89585 -2.17133 -0.16273
H 2.25571 -0.15308 1.43004
H 2.20538 0.86869 -0.04653
H -1.05525 1.49203 0.67205
H -0.86948 0.41179 2.08706

=====

[4]
DFT (the ωB97M-V functional and the def2-TZVPD basis) results for a cluster of 2 separate species, C5H10O in total.

The multiplicity is 1. The value obtained for the total energy is -7389.3015 eV. Its net charge is 0. As for the max |F|: 0.01081 Eh/bohr.

Positions of all 16 atoms, in Å:
C 1.46115 0.92519 -0.00959
C 0.47499 -0.08333 -0.20087
C 0.14242 -1.15145 1.61973
C -0.95688 0.31903 -0.44416
C -1.20162 0.50814 -1.92658
O -0.44115 0.14786 -2.79120
H 0.95790 0.01168 0.99269
H 1.15467 1.93733 0.22947
H 2.49943 0.71641 -0.23262
H 0.79175 -0.99498 -0.69881
H -0.29534 -2.05595 1.18896
H 1.03610 -1.42792 2.19576
H -0.58257 -0.64384 2.26532
H -1.66948 -0.43767 -0.09177
H -1.19820 1.24830 0.08662
H -2.17318 0.98119 -2.18294

=====

[5]
DFT (the ωB97M-V functional and the def2-TZVPD basis) results for a cluster of 6 separate species, C18H48O6 in total at a distorted geometry.

The multiplicity is 1. The value obtained for the total energy is -31717.1776 eV. Its net charge is 0. As for the max |F|: 0.38787 Eh/bohr. As for the SMILES: CC(C)O.CC(C)O.CC(C)O.CC(C)O.CC(C)O.CC(C)O.

Positions of all 72 atoms, in Å:
C 1.22960 -1.70744 1.27107
C 0.40458 -0.62742 0.42135
C 0.34476 0.75548 1.01368
O 1.08502 -0.56656 -0.86673
H 2.13242 -1.32848 1.58132
H 1.17141 -2.68243 0.96568
H 0.70787 -1.65533 2.32243
H -0.58647 -0.99811 0.20167
H 1.27344 1.19503 1.23446
H -0.06617 0.76991 2.05785
H -0.17920 1.60381 0.39117
H 1.16071 -1.51017 -1.29657
C 4.17478 -3.85582 -0.89026
C 2.97546 -4.27812 -1.77453
C 2.19965 -5.50213 -1.29226
O 2.23321 -3.13792 -2.05978
H 4.94150 -4.63529 -0.87385
H 3.77580 -3.86550 0.12307
H 4.81297 -2.89953 -0.84366
H 3.39583 -4.47349 -2.55674
H 1.36957 -5.27275 -0.62189
H 2.64430 -6.12890 -0.98704
H 1.80771 -5.82690 -2.11632
H 2.58570 -2.61965 -2.86565
C -2.70369 -3.19113 -2.27273
C -1.17047 -3.00612 -2.44549
C -0.96418 -1.58407 -2.99076
O -0.52141 -3.37008 -1.27430
H -2.86534 -2.58342 -1.57169
H -2.86135 -4.22382 -2.06192
H -3.36386 -2.97247 -3.17469
H -0.87120 -3.75368 -3.25189
H 0.00695 -1.22971 -3.30187
H -1.49069 -0.96664 -2.22623
H -1.61011 -1.57277 -3.61190
H 0.45514 -3.41841 -1.34813
C 2.42168 2.96862 -1.52351
C 0.92934 3.28875 -1.95849
C 0.86376 4.15899 -3.23790
O 0.55421 2.03502 -2.34780
H 2.65908 2.03722 -0.99418
H 2.80479 3.82996 -0.74505
H 3.29855 2.85359 -2.16717
H 0.09585 3.47842 -1.17292
H 1.45577 3.78220 -4.21002
H 1.15870 5.19160 -2.89580
H -0.06441 4.21526 -3.38210
H 0.72021 1.29561 -1.69526
C -2.71621 3.31189 -0.89695
C -2.44920 3.81021 0.50600
C -2.64383 5.29512 0.67291
O -3.34256 3.10403 1.31103
H -3.68230 3.25795 -1.36509
H -2.51595 2.32853 -0.86656
H -1.99224 3.51444 -1.68875
H -1.44546 3.65520 0.78134
H -3.74788 5.58666 0.50427
H -1.86486 6.00397 0.05121
H -2.30699 5.60742 1.69424
H -3.58863 2.20716 0.87237
C -0.62272 -0.92942 4.66554
C -1.09251 0.26731 5.50153
C -0.88175 1.63383 5.01236
O -2.43482 -0.00873 5.86430
H -1.23779 -1.09920 3.85552
H -0.81197 -1.93464 5.20999
H 0.41989 -0.59637 4.27241
H -0.43623 0.19168 6.40886
H -1.38166 2.53468 5.32566
H -1.43341 1.93457 3.99250
H 0.34791 1.88180 4.89339
H -2.67060 0.42669 6.74526